Record 1
Density functional theory data (ωB97M-V with the def2-TZVPD basis set) for a cluster of 8 separate species, C19H34Cl14NP in total.

SMILES string: Pc1cccnc1.ClCCCl.ClCCCl.ClCCCl.ClCCCl.ClCCCl.ClCCCl.ClCCCl
E (eV): -206344.297

```
69
Properties=species:S:1:pos:R:3:forces:R:3:mulliken_charge:R:1
P 3.9141 0.6204 1.5530 -0.5 -1.3 0.8 -0.027
C 2.0454 0.8338 1.4611 -3.9 2.2 -0.5 0.118
C 1.4398 2.2681 1.2319 -3.2 -3.1 0.6 -0.324
C -0.1295 2.3710 1.2083 2.8 -3.0 0.8 0.017
C -0.9136 1.0506 1.4118 1.8 1.4 0.8 -0.372
N -0.3883 -0.2664 1.6022 2.9 4.1 0.3 -0.160
C 1.0370 -0.3284 1.6321 0.5 1.9 -0.2 -0.260
H 4.3208 1.4965 2.6387 -0.4 0.0 -1.1 0.049
H 4.5486 1.1470 0.3791 -0.8 0.5 0.7 -0.056
H 2.1033 3.2040 1.1221 -1.2 -1.8 0.2 0.314
H -0.6507 3.3896 1.0722 0.9 -2.0 0.3 -0.004
H -2.0637 1.1453 1.4185 2.1 -0.3 0.0 0.301
H 1.4978 -1.3700 1.8189 -0.9 1.8 -0.4 0.282
Cl -5.1244 -2.0761 1.9702 -0.1 0.0 0.0 -0.216
C -3.4596 -2.0700 2.6054 0.3 0.1 0.1 0.182
C -2.7511 -3.3880 2.3679 0.0 0.4 -0.1 0.261
Cl -3.4423 -4.7106 3.3444 -0.1 -0.1 0.0 -0.223
H -3.5029 -1.8228 3.6680 -0.1 -0.1 -0.1 0.390
H -2.9269 -1.2679 2.0910 0.0 -0.2 0.0 -0.333
H -1.7011 -3.3003 2.6534 -0.1 0.1 0.0 0.296
H -2.7957 -3.6853 1.3169 -0.2 0.2 0.7 -0.338
Cl 0.5982 6.3322 1.2480 0.1 -0.1 0.0 -0.173
C -0.9444 7.0919 0.7808 -0.3 0.2 -0.1 -0.595
C -2.0055 6.9395 1.8521 0.1 0.2 0.0 -0.174
Cl -2.5418 5.2502 2.0314 0.0 0.0 0.0 -0.168
H -1.2647 6.6544 -0.1666 0.1 -0.1 0.2 0.393
H -0.7377 8.1510 0.6136 0.0 -0.1 0.1 0.366
H -2.8880 7.5242 1.5858 0.1 -0.1 -0.1 0.331
H -1.6476 7.2853 2.8236 0.0 -0.2 -0.2 0.016
Cl 3.9533 -1.1655 -2.5263 0.0 0.1 0.0 -0.147
C 5.5339 -0.6920 -3.1965 0.2 0.0 -0.1 -0.440
C 6.4015 0.0130 -2.1730 0.1 -0.2 -0.1 -0.446
Cl 5.7607 1.6182 -1.7418 0.1 0.1 -0.2 -0.194
H 5.3572 -0.0651 -4.0725 0.0 0.0 0.2 0.303
H 6.0249 -1.6091 -3.5281 0.0 0.1 0.1 0.301
H 7.4018 0.1712 -2.5803 -0.1 0.0 0.0 0.317
H 6.4954 -0.5709 -1.2555 -0.1 0.1 -0.1 0.318
Cl -0.6386 9.2764 4.2575 -0.1 0.1 0.0 -0.166
C 1.0249 9.2848 4.8941 0.4 0.0 0.1 -0.435
C 1.7319 7.9636 4.6660 0.1 0.1 -0.1 -0.302
Cl 1.0373 6.6510 5.6494 0.0 0.0 -0.1 -0.180
H 0.9806 9.5390 5.9547 -0.1 -0.1 -0.1 0.336
H 1.5581 10.0841 4.3754 0.0 -0.1 0.0 0.287
H 2.7817 8.0512 4.9520 -0.1 0.1 0.0 0.342
H 1.6874 7.6604 3.6183 -0.1 0.0 0.1 0.141
Cl -0.9666 0.1855 -0.9223 -0.1 -0.4 -1.9 0.080
C -0.9018 -0.0513 -2.6877 -0.1 0.0 -0.2 -0.633
C -0.0661 1.0094 -3.3762 0.1 -0.3 0.0 -0.356
Cl -0.8340 2.6165 -3.3133 0.0 0.1 0.1 -0.198
H -1.9256 -0.0649 -3.0671 0.1 0.1 0.0 0.318
H -0.4630 -1.0368 -2.8592 0.0 0.1 0.0 0.277
H 0.0555 0.7587 -4.4316 -0.1 0.0 0.1 0.337
H 0.9262 1.0914 -2.9283 -0.2 0.0 0.0 0.248
Cl -4.7075 -4.7075 -2.6131 0.0 0.1 0.0 -0.201
C -3.4808 -5.9620 -2.3028 0.1 0.0 0.1 -0.024
C -2.9665 -5.9208 -0.8782 -0.2 -0.3 0.0 -0.312
Cl -1.9955 -4.4617 -0.5557 0.3 -0.2 -0.7 -0.208
H -2.6718 -5.8325 -3.0246 -0.5 0.2 0.5 -0.118
H -3.9576 -6.9252 -2.4961 0.1 0.1 0.1 0.339
H -2.3178 -6.7789 -0.6935 0.0 0.1 -0.1 0.149
H -3.7838 -5.9491 -0.1548 0.1 0.1 -0.1 0.368
Cl -1.2824 -9.4567 -1.7658 0.0 0.0 0.0 -0.172
C -1.2126 -9.6954 -3.5294 0.0 -0.1 -0.2 -0.493
C -0.3757 -8.6361 -4.2184 0.2 -0.2 -0.1 -0.435
Cl -1.1445 -7.0298 -4.1597 0.4 -0.3 -0.2 -0.178
H -2.2354 -9.7092 -3.9105 0.1 0.1 0.1 0.314
H -0.7736 -10.6808 -3.6982 0.0 0.1 0.0 0.336
H -0.2525 -8.8891 -5.2731 -0.1 0.0 0.1 0.306
H 0.6156 -8.5528 -3.7697 -0.2 0.0 0.0 0.328
```
Forces are in eV/Å.

***

Record 2
Density functional theory data (ωB97M-V with the def2-TZVPD basis set) for the molecule C3H6N2O.

Energy above the lowest of the compared OMol25 structures with the same formula, charge and spin (eV): 0.022
SMILES string: O=C1NCCN1
E (eV): -8236.677

```
12
Properties=species:S:1:pos:R:3:forces:R:3:mulliken_charge:R:1
O 0.2650 2.5292 0.5298 -0.2 -0.4 0.0 -0.631
C 0.1188 1.3421 0.3175 0.0 0.1 0.0 0.288
N -0.9232 0.7369 -0.3695 0.0 0.2 0.0 -0.208
C -0.6084 -0.6348 -0.7249 0.0 -0.1 0.0 -0.395
C 0.4692 -0.9815 0.3296 0.0 -0.2 0.0 -0.401
N 0.9611 0.3237 0.7049 0.1 0.2 0.0 -0.166
H -1.4981 1.3221 -0.9537 0.1 0.0 0.0 0.244
H -0.2058 -0.7289 -1.7441 0.0 0.1 0.2 0.233
H -1.4900 -1.2808 -0.6496 0.2 0.1 0.0 0.285
H 0.0226 -1.5271 1.1730 0.1 0.1 -0.1 0.245
H 1.2970 -1.5548 -0.0907 -0.3 -0.3 0.0 0.277
H 1.5920 0.4539 1.4776 -0.1 0.1 -0.1 0.230
```
Forces are in eV/Å.

***

Record 3
Density functional theory data (ωB97M-V with the def2-TZVPD basis set) for a structure of composition C27H25N3NaO2S.

Total charge: -2
Spin multiplicity: 2
Energy above the lowest of the compared OMol25 structures with the same formula, charge and spin (eV): 0.858
⟨S²⟩: 0.78
E (eV): -52218.762

```
59
Properties=species:S:1:pos:R:3:forces:R:3:mulliken_charge:R:1
Na 0.6133 1.4772 -0.0473 0.7 0.2 -0.5 0.807
C -2.9588 2.2159 -4.3637 -0.3 0.2 -0.3 -0.474
C -2.7351 2.4982 -3.0170 -0.1 0.1 0.1 -0.694
C -1.6393 1.9923 -2.3619 -0.1 0.0 0.0 -0.313
C -0.7068 1.1620 -3.0266 0.3 0.0 -0.6 0.360
C -0.9489 0.8917 -4.3970 0.1 -0.4 -0.3 -0.654
C -2.0406 1.4212 -5.0422 -0.1 0.0 0.0 -0.335
N 0.4024 0.8128 -2.3592 -0.1 0.0 1.4 0.277
N 1.1481 -0.1652 -2.8059 -1.2 0.3 -2.1 -0.904
C 2.2887 -0.3789 -2.1127 1.5 -0.7 1.4 0.040
C 3.3416 -1.0490 -2.7665 -0.3 0.3 -0.4 -0.488
C 4.4560 -1.4724 -2.0701 0.3 -0.2 0.0 -0.308
C 4.5804 -1.1948 -0.7190 0.4 0.0 0.1 -0.459
C 3.6004 -0.4087 -0.1075 0.2 -0.6 0.0 -0.695
C 2.4280 -0.0501 -0.7341 -0.7 0.8 0.2 0.031
H -3.8219 2.6185 -4.8806 0.0 0.1 0.0 0.331
H -3.4216 3.1499 -2.4882 0.0 0.0 0.1 0.355
H -1.4470 2.2330 -1.3257 -0.1 0.1 0.1 0.431
H -0.2300 0.2901 -4.9372 0.1 0.0 0.1 0.365
H -2.1816 1.2325 -6.1030 0.0 -0.1 0.0 0.310
H 3.3013 -1.1737 -3.8442 -0.1 -0.2 -0.1 0.333
H 5.2475 -2.0058 -2.5884 0.0 -0.1 0.0 0.292
H 5.4321 -1.5754 -0.1590 0.1 0.1 0.0 0.320
H 3.7398 -0.1293 0.9359 0.1 0.0 0.2 0.256
O 1.0166 3.5434 0.2778 -0.1 0.4 -0.3 -0.756
N 1.5997 4.2763 1.1562 -0.1 0.0 0.4 0.289
C 2.7846 4.8302 0.8698 0.8 0.3 -0.1 -0.161
C 3.5031 5.5797 1.7772 -0.1 0.0 0.0 -0.715
C 2.9597 5.7812 3.0450 0.0 0.0 -0.1 -0.099
C 1.7251 5.2543 3.3230 0.4 0.2 0.0 -0.754
C 1.0057 4.4938 2.3874 -0.2 0.1 0.1 0.139
S -0.5157 3.8834 2.7215 -0.7 -0.4 0.1 -0.481
H 3.1373 4.6267 -0.1307 -0.1 -0.1 0.0 0.420
H 4.4638 5.9927 1.5061 0.0 -0.1 -0.1 0.357
H 3.4997 6.3458 3.7921 0.0 0.1 0.1 0.329
H 1.2547 5.4022 4.2822 0.0 0.0 0.0 0.350
C -3.0716 -5.6774 3.2053 0.0 0.0 0.0 -1.457
C -2.5273 -4.5145 2.4216 0.3 0.4 -0.2 0.759
C -3.1124 -4.0982 1.2283 -0.1 -0.6 0.5 -0.883
C -2.6558 -3.0030 0.5290 0.7 1.0 -0.1 0.985
C -3.3591 -2.6140 -0.7385 0.0 0.0 -0.1 -1.895
C -1.5652 -2.2360 1.0300 -0.7 -2.2 1.5 0.296
C -1.1583 -1.0421 0.3568 1.4 2.7 -0.6 0.322
O -0.4377 -0.1369 0.8044 -1.8 -2.3 -0.1 -0.548
C -0.9343 -2.6903 2.2250 0.1 0.7 -0.7 0.876
C 0.2794 -1.9919 2.7491 0.0 0.0 0.2 -1.492
C -1.4184 -3.7986 2.8802 -0.5 -0.7 0.1 -0.984
H -3.9136 -6.1341 2.6853 0.0 0.0 0.0 0.345
H -3.4186 -5.3549 4.1914 0.0 0.0 -0.1 0.308
H -2.3091 -6.4447 3.3630 0.0 0.0 0.0 0.322
H -3.9610 -4.6547 0.8439 0.0 0.0 0.0 0.212
H -4.1977 -3.2855 -0.9245 0.0 0.0 0.0 0.339
H -2.6819 -2.6574 -1.5902 0.0 0.0 -0.1 0.417
H -3.7346 -1.5942 -0.6767 -0.1 0.0 -0.1 0.406
H -1.5462 -0.9227 -0.6664 0.1 0.1 0.0 0.291
H 1.0448 -1.9432 1.9772 0.1 0.1 0.0 0.309
H 0.6770 -2.5088 3.6236 0.0 0.0 0.0 0.351
H 0.0445 -0.9631 3.0101 0.1 0.1 0.0 0.289
H -0.9251 -4.1356 3.7856 0.1 0.1 0.0 0.328
```
Forces are in eV/Å.

***

Record 4
Density functional theory data (ωB97M-V with the def2-TZVPD basis set) for a structure of composition C24H44O3P2STc.

Total charge: +2
Spin multiplicity: 4
Energy above the lowest of the compared OMol25 structures with the same formula, charge and spin (eV): 0.929
⟨S²⟩: 3.79
E (eV): -63334.936

```
75
Properties=species:S:1:pos:R:3:forces:R:3:mulliken_charge:R:1
Tc -2.4582 0.4427 0.3816 1.4 -1.1 -0.2 -0.637
C 0.5895 0.7937 -0.5577 -1.7 -0.3 -2.4 0.861
C -0.5395 1.0069 -1.4049 1.2 0.6 2.2 0.883
C -0.9436 2.0228 0.7085 2.0 0.5 -1.7 2.576
C 0.3877 1.4586 0.6597 -2.0 1.3 0.7 0.205
C -1.4917 1.8901 -0.6923 1.3 -0.4 1.3 -0.388
C 1.8364 0.1416 -1.0033 0.6 -0.5 0.3 -2.045
H 1.6347 -0.6642 -1.7088 0.0 0.0 -0.1 0.258
H 2.3768 -0.3023 -0.1566 0.0 0.1 -0.2 0.532
H 2.5074 0.8623 -1.4936 -0.1 -0.2 0.1 0.410
C 1.4571 1.7623 1.6288 0.6 -0.2 0.4 -1.693
H 2.4318 1.4443 1.2453 -0.2 0.0 0.1 0.469
H 1.3138 1.2658 2.5977 0.0 0.2 -0.2 0.201
H 1.5233 2.8435 1.8217 -0.2 -0.3 0.0 0.388
C -1.2823 3.1420 1.6287 -0.2 0.1 0.5 -2.220
H -0.8643 4.0853 1.2538 -0.2 0.0 0.1 0.452
H -0.8577 2.9688 2.6282 -0.2 0.1 -0.3 0.396
H -2.3651 3.2467 1.7392 0.1 0.2 0.1 0.381
C -2.3079 2.9577 -1.3360 -0.2 0.0 -0.2 -1.372
H -2.0689 3.9412 -0.9200 -0.1 -0.1 0.0 0.346
H -3.3814 2.7810 -1.1965 -0.2 0.2 0.0 0.282
H -2.1069 2.9762 -2.4081 -0.2 0.1 0.0 0.403
C -0.6720 0.6096 -2.8015 -0.3 -0.6 -1.0 -1.415
H -0.2338 1.3457 -3.4963 -0.1 -0.2 0.2 0.500
H -1.7292 0.4768 -3.0559 0.5 0.4 -0.1 0.237
H -0.1854 -0.3562 -2.9872 0.1 0.2 0.0 0.013
C 0.9173 -3.5785 -0.3011 -0.5 -0.6 0.9 -0.625
C 1.4583 -3.6261 -1.5033 0.0 0.5 -1.0 -0.202
C 0.8419 -4.4041 -2.6677 1.2 -0.7 0.6 -0.890
C -0.3159 -3.8045 -3.4584 -0.3 -0.2 0.0 -1.034
C -1.6564 -3.5088 -2.7462 -1.1 1.9 0.8 0.134
C -1.5216 -2.9846 -1.3389 -0.2 3.3 2.0 -0.409
C -1.5326 -3.8694 -0.1013 -0.7 0.2 0.7 -0.334
C -0.1752 -4.5526 0.0878 -0.3 -0.2 -0.3 -0.961
H 0.5555 -5.3864 -2.2732 0.2 0.0 -0.5 0.228
H -0.5056 -4.4572 -4.3276 0.1 0.3 0.2 0.331
H 1.6587 -4.5265 -3.3958 -0.4 -0.4 0.1 0.571
H -0.1546 -5.4896 -0.5103 0.2 0.7 0.3 0.234
H 1.0960 -2.7792 0.4338 0.7 -0.6 -0.2 0.267
H 2.3792 -3.0771 -1.7188 -0.5 0.3 -0.1 0.529
H -0.0860 -4.8799 1.1260 0.1 0.2 0.0 0.538
H -1.7758 -3.2587 0.7933 0.4 -0.1 -0.6 -0.010
H -0.7892 -2.1792 -1.2676 0.3 -0.4 0.0 0.678
H -2.3440 -4.6137 -0.1159 0.5 0.5 0.0 0.384
H -0.0064 -2.8202 -3.8284 0.0 -0.2 -0.2 0.529
H -2.0396 -2.6225 -3.2879 0.1 -0.1 -0.1 0.169
P -3.2268 -4.3714 -2.5462 1.2 -2.4 -1.2 1.006
C -2.7536 -6.0557 -1.9204 -0.8 -0.2 0.2 -1.391
C -3.8481 -4.7494 -4.2100 -0.6 -0.2 0.1 -1.318
P -3.1837 -1.5836 -0.8398 -0.6 -2.9 -1.5 2.057
C -4.1863 -3.2558 -1.5304 -0.7 -0.8 -0.1 -2.147
C -3.8948 -0.6425 -2.2769 0.2 0.3 0.1 -1.268
C -4.4866 -1.5616 0.5183 0.1 -0.3 0.1 -1.190
H -2.6908 -6.1430 -0.8314 0.0 0.0 -0.4 0.458
H -1.7895 -6.3658 -2.3489 -0.2 0.4 0.0 0.436
H -3.5004 -6.7886 -2.2450 0.0 0.2 0.0 0.529
H -4.5929 -5.5744 -4.1514 0.4 0.6 0.0 0.444
H -3.0244 -5.0797 -4.8694 -0.3 0.2 0.4 0.430
H -4.3375 -3.8594 -4.6210 0.1 -0.2 -0.1 0.436
H -5.1036 -2.4645 0.4598 0.0 0.5 0.1 0.503
H -5.1113 -0.6823 0.3481 -0.1 0.0 0.1 0.479
H -4.0609 -1.5348 1.5212 -0.1 0.1 -0.1 0.446
H -4.5697 -3.8236 -0.6631 0.4 0.1 -0.5 0.650
H -5.0615 -2.9113 -2.0980 0.1 -0.4 0.2 0.558
H -4.2342 0.3378 -1.9231 0.1 0.1 -0.2 0.459
H -4.7446 -1.1631 -2.7296 0.1 0.3 0.3 0.551
H -3.1543 -0.5015 -3.0696 -0.2 0.0 0.3 0.267
C -0.5561 -0.1386 3.8745 -0.4 -0.3 0.4 -1.013
S -1.8111 -0.8795 2.8250 0.2 0.8 -0.4 1.427
O -2.3747 -2.0787 3.3832 0.1 1.1 -0.1 -0.574
O -2.7720 0.2717 2.4624 0.2 -1.6 1.2 -0.736
O -1.0958 -1.1275 1.5211 -0.8 0.7 -0.7 -0.665
H -0.7693 -0.4789 4.8969 0.2 0.2 -0.3 0.537
H -0.6224 0.9574 3.8181 -0.1 -0.5 -0.1 0.215
H 0.4196 -0.5102 3.5220 -0.5 0.1 0.2 0.262
```
Forces are in eV/Å.

***

- Look up the E of the second one.
  -8236.677 eV

***

- The highest E belongs to which entry?
  C3H6N2O